(1)
36
Properties=species:S:1:pos:R:3:forces:R:3 method="wB97M-V/def2-TZVPD" e_above_lowest_ev=1.708 homo_ev=-9.74 energy_ha=-917.262581 orbital_gap_ev=9.0 smiles=O.O.O.O.O.O.O.O.O.O.O.O fmax_ev_per_a=0.8 molar_mass_g_mol=216.18
O 0.354 -0.287 -0.435 -0.703 0.221 0.146
O -1.878 -2.292 0.934 -0.196 0.197 -0.056
O -2.687 -0.317 -1.773 -0.090 -0.225 0.092
O -0.316 -1.317 -2.990 0.052 -0.268 -0.045
O 3.368 -0.077 0.110 -0.191 0.282 -0.238
O -2.346 0.737 1.042 0.047 0.051 0.104
O 0.613 -2.261 2.117 -0.270 0.403 0.172
O 2.296 0.603 2.646 -0.144 0.051 0.255
O -0.859 1.765 -3.452 -0.107 0.434 -0.076
O 2.892 -2.740 0.660 -0.304 -0.240 -0.069
O 1.503 3.699 -1.104 0.156 -0.059 -0.195
O -0.921 2.874 -0.218 -0.245 -0.125 0.035
H 2.919 -0.938 0.108 0.556 0.202 0.096
H -3.299 0.620 1.093 -0.070 0.045 0.041
H -1.580 1.320 -3.903 0.027 -0.131 -0.035
H -0.715 1.246 -2.659 0.105 -0.126 -0.038
H 0.345 -0.536 0.494 0.371 -0.071 0.111
H -0.264 -2.109 1.731 -0.088 -0.500 -0.042
H 2.834 0.364 3.407 0.138 -0.012 -0.014
H -2.540 -2.838 1.369 -0.028 -0.046 0.096
H -3.331 0.361 -1.555 0.000 0.120 -0.090
H 0.465 -2.301 3.066 0.138 -0.017 0.081
H 3.070 0.368 0.913 0.050 -0.167 -0.115
H 3.488 -3.173 1.275 0.119 0.053 -0.017
H 2.093 -2.537 1.175 0.166 -0.272 0.034
H 1.402 0.670 2.989 -0.078 0.090 -0.012
H 1.427 4.575 -0.720 0.015 0.039 0.026
H -1.470 3.570 0.151 -0.002 0.083 -0.021
H -1.305 2.055 0.117 -0.161 -0.069 0.128
H 0.765 0.587 -0.446 0.406 -0.008 -0.111
H -1.910 -2.555 0.007 0.105 0.067 -0.193
H -1.990 -0.157 1.102 -0.069 -0.240 -0.023
H 0.147 -1.162 -2.157 0.062 0.009 -0.087
H -1.956 -0.167 -1.161 0.074 0.153 0.128
H -1.212 -1.000 -2.837 -0.033 -0.085 -0.144
H 0.600 3.348 -1.096 0.191 0.160 0.077

=====

(2)
36
Properties=species:S:1:pos:R:3:forces:R:3 method="wB97M-V/def2-TZVPD" e_above_lowest_ev=8.449 homo_ev=-9.31 energy_ha=-917.014878 orbital_gap_ev=8.7 smiles=O.O.O.O.O.O.O.O.O.O.O.O fmax_ev_per_a=7.3 molar_mass_g_mol=216.18
O -3.991 1.777 0.129 1.473 -2.317 2.804
O 0.201 -1.493 -2.481 1.740 1.573 -0.963
O -0.677 -0.757 3.932 -1.031 -0.945 3.570
O -0.104 4.732 -0.221 0.641 -1.021 1.607
O -1.244 0.034 1.793 1.347 0.835 -1.206
O -1.729 -1.366 -3.339 -3.099 -0.082 1.024
O 1.149 -1.514 1.969 1.133 0.777 2.786
O -1.250 -2.040 -0.490 0.361 3.384 -0.961
O 0.247 -3.992 -0.471 2.747 0.470 -0.314
O 1.833 1.516 -1.383 5.264 2.876 -4.201
O 0.337 0.278 -0.921 -2.656 -4.673 1.670
O 3.119 2.155 0.867 0.750 2.898 0.614
H -0.166 0.969 -0.603 -1.861 2.723 1.009
H 0.564 4.543 0.480 -0.975 -0.178 -0.577
H 1.610 1.332 -0.520 0.077 0.280 2.372
H -0.955 -1.061 -0.396 -0.922 -2.712 -0.659
H -3.159 1.224 0.374 -2.257 1.947 -1.223
H 3.115 2.027 1.817 -0.021 -0.474 0.418
H -1.521 -2.338 0.349 -0.567 -0.468 1.769
H 3.363 3.153 0.867 -0.608 -2.471 -0.579
H -0.371 -0.834 3.074 0.578 -0.261 -2.228
H 2.613 0.938 -1.518 -0.503 0.847 -0.114
H -1.951 -2.305 -3.235 0.332 0.585 -0.227
H 0.024 -0.501 -2.633 0.247 -2.786 0.371
H -0.091 -0.178 4.387 0.601 0.689 0.604
H 1.145 -1.483 -2.399 1.271 -0.097 0.152
H 0.677 -0.166 -0.134 -0.027 -0.326 -0.211
H -1.970 -0.120 1.198 -0.152 -0.425 -0.584
H 1.044 -3.410 -0.781 -2.484 -1.606 0.997
H -0.378 -0.121 1.322 -1.843 0.114 0.609
H 1.778 -1.502 2.788 -1.649 -0.181 -2.405
H -3.902 2.195 -0.697 0.724 0.516 -1.615
H -1.609 -1.148 -4.233 0.062 -0.095 -1.910
H 0.330 5.450 -0.641 0.300 1.150 -1.038
H 1.608 -1.912 1.251 0.790 -0.703 -0.728
H 0.309 -4.082 0.498 0.217 0.158 -0.636